Record 1
Here is a molecular structure, C51H59Ge2KN2 from the Open Molecules 2025 dataset. Energies are from the ωB97M-V functional and the def2-TZVPD basis.

The calculation puts the frontier orbital gap (spin up / spin down) at 5.41 / 5.72 eV. The calculation puts the energy relative to the best compared isomer or geometry (same formula, charge and spin) at 2.6 kcal per mole. As for the charge: -1. The calculation puts the HOMO energy (spin up / spin down) at -3.463 / -3.767 eV. As for the multiplicity: 2.

Last column: Löwdin charge in e.
Cartesian coordinates (Å):
1 K 0.21291 -0.06115 0.62831  0.650
2 C 3.36199 -0.10635 1.38173  -0.074
3 C 4.17742 1.17326 1.20412  -0.350
4 C 3.76834 2.18851 2.27856  -0.043
5 C 4.15273 1.76879 -0.19901  -0.144
6 C 5.38475 2.09147 -0.76389  -0.057
7 C 5.49182 2.69325 -2.00771  -0.094
8 C 4.33664 2.94941 -2.72744  -0.054
9 C 3.08516 2.63250 -2.21477  -0.140
10 C 1.85062 2.87393 -3.06992  -0.364
11 C 1.97306 2.19584 -4.43653  -0.065
12 C 1.56582 4.36771 -3.24469  -0.047
13 C 2.97908 2.07414 -0.92127  -0.182
14 N 1.68892 1.79386 -0.43277  0.034
15 C 0.93299 2.80471 -0.03583  -0.225
16 C -0.51508 2.76158 0.06339  -0.223
17 N -1.27027 1.77160 -0.38478  0.038
18 C -2.64318 2.02939 -0.58133  -0.188
19 C -3.60018 1.31485 0.17230  -0.142
20 C -4.94994 1.58568 -0.00411  -0.044
21 C -5.37974 2.52149 -0.93514  -0.089
22 C -4.44354 3.17555 -1.71627  -0.054
23 C -3.07808 2.94718 -1.56300  -0.145
24 C -2.11247 3.63803 -2.51627  -0.367
25 C -2.20195 2.98900 -3.90094  -0.058
26 C -2.34405 5.14747 -2.60562  -0.056
27 C -3.13654 0.24502 1.13658  -0.388
28 C -2.77371 -1.03434 0.36563  -0.080
29 C -4.13412 -0.08598 2.24470  -0.065
30 C -0.95704 4.06384 0.63568  -0.089
31 C -2.15148 4.57186 1.07691  -0.009
32 C -2.18310 5.89242 1.60060  -0.068
33 C -1.06704 6.68482 1.67856  -0.033
34 C 0.18774 6.17846 1.24592  -0.166
35 C 1.44299 6.84254 1.29144  -0.034
36 C 2.57075 6.18810 0.87015  -0.067
37 C 2.55044 4.84876 0.39454  -0.007
38 C 1.35279 4.18222 0.33953  -0.104
39 C 0.19145 4.88028 0.74847  -0.111
40 H 3.64767 -0.62255 2.30072  0.084
41 H 3.47137 -0.78658 0.53215  0.089
42 H 2.32163 0.16662 1.48348  -0.023
43 H 5.22410 0.91606 1.38543  0.121
44 H 2.72450 2.48198 2.15897  0.061
45 H 4.38089 3.09218 2.22528  0.083
46 H 3.88033 1.74797 3.27353  0.066
47 H 6.28544 1.87260 -0.19934  0.105
48 H 6.46357 2.94363 -2.41399  0.092
49 H 4.40812 3.39416 -3.71517  0.104
50 H 1.00419 2.41468 -2.55841  0.114
51 H 2.77777 2.63246 -5.03669  0.069
52 H 1.04255 2.31088 -4.99692  0.068
53 H 2.17627 1.12878 -4.32665  0.083
54 H 2.41030 4.86211 -3.73654  0.079
55 H 1.40139 4.86062 -2.28471  0.073
56 H 0.67869 4.51971 -3.86572  0.062
57 H -5.68167 1.06338 0.60049  0.100
58 H -6.43654 2.72569 -1.05838  0.093
59 H -4.77984 3.88127 -2.46854  0.103
60 H -1.09743 3.48798 -2.15590  0.102
61 H -3.21167 3.08992 -4.31158  0.076
62 H -1.96513 1.92425 -3.84240  0.084
63 H -1.50420 3.45863 -4.59914  0.064
64 H -3.32123 5.38237 -3.03747  0.069
65 H -1.58376 5.60750 -3.24195  0.071
66 H -2.28594 5.61008 -1.61868  0.074
67 H -2.23569 0.60246 1.63316  0.061
68 H -3.68017 -1.50653 -0.02230  0.087
69 H -2.26952 -1.75045 1.02593  0.067
70 H -2.13774 -0.81334 -0.49654  0.054
71 H -5.01749 -0.60119 1.85405  0.077
72 H -4.46420 0.81584 2.76537  0.076
73 H -3.66169 -0.74315 2.97742  0.064
74 H -3.06814 3.99729 1.03667  0.109
75 H -3.13234 6.28233 1.94924  0.100
76 H -1.13459 7.68938 2.08100  0.104
77 H 1.50410 7.85968 1.66196  0.104
78 H 3.52394 6.70279 0.90795  0.097
79 H 3.47907 4.38414 0.08754  0.104
80 C -0.48869 2.19459 6.67414  -0.261
81 Ge -0.66822 1.97674 4.71288  0.642
82 C -2.48137 2.56903 4.19737  -0.251
83 C 0.55021 3.36716 4.02589  -0.245
84 Ge -0.24569 -0.27825 3.82879  0.777
85 C -1.67118 -1.35964 4.74108  -0.401
86 C -1.92103 -2.65094 4.25268  -0.170
87 C -2.94175 -3.45008 4.75821  -0.112
88 C -3.76847 -2.96622 5.76565  -0.119
89 C -3.54680 -1.68955 6.26787  -0.104
90 C -2.50872 -0.90728 5.76803  -0.130
91 C 1.39379 -0.80091 4.85521  -0.395
92 C 1.65781 -2.14052 5.17633  -0.130
93 C 2.86512 -2.53605 5.74288  -0.114
94 C 3.86152 -1.60013 6.00198  -0.126
95 C 3.62589 -0.26490 5.69888  -0.114
96 C 2.40943 0.12269 5.14018  -0.160
97 H -0.59289 3.24515 6.96116  0.007
98 H 0.50253 1.85081 6.97987  0.004
99 H -1.22944 1.61383 7.23017  -0.006
100 H -2.66681 3.59662 4.52447  0.014
101 H -3.24068 1.91414 4.63291  0.001
102 H -2.58264 2.53495 3.10871  -0.011
103 H 0.15018 4.35728 4.26728  0.021
104 H 0.66652 3.30443 2.93999  -0.007
105 H 1.54144 3.28028 4.47677  0.005
106 H -1.30940 -3.03420 3.44142  0.078
107 H -3.09983 -4.44394 4.35411  0.091
108 H -4.57639 -3.57522 6.15233  0.088
109 H -4.18138 -1.29812 7.05552  0.093
110 H -2.35534 0.08007 6.19250  0.057
111 H 0.90070 -2.89368 4.98104  0.082
112 H 3.03055 -3.58099 5.98118  0.089
113 H 4.80493 -1.90809 6.43676  0.086
114 H 4.38644 0.48173 5.90145  0.093
115 H 2.25317 1.17325 4.91829  0.059

***

Record 2
Here is a molecular structure, C37H51BrN2P2STc at a distorted geometry from the Open Molecules 2025 dataset. Energies are from the ωB97M-V functional and the def2-TZVPD basis.

The calculation puts the frontier orbital gap (spin up / spin down) at 6.37 / 4.22 eV. The calculation puts the energy relative to the best compared isomer or geometry (same formula, charge and spin) at 0.0 kcal per mole. As for the charge: +4. The calculation puts the HOMO energy (spin up / spin down) at -17.741 / -17.909 eV. As for the multiplicity: 4.

Last column: Löwdin charge in e.
Cartesian coordinates (Å):
1 N -6.39758 5.03890 -5.91264  0.157
2 C -6.17214 5.59151 -4.71362  0.023
3 C -5.32862 4.99426 -3.76212  0.107
4 C -4.69691 3.75965 -4.05834  -0.147
5 C -4.90659 3.23033 -5.36440  0.112
6 C -5.79318 3.88620 -6.22511  0.017
7 C -3.84223 3.13684 -3.06211  -0.001
8 Tc 0.55206 -0.14259 0.20485  0.920
9 P 5.68973 -0.89471 -0.48786  1.235
10 C -2.84058 2.27302 -3.39185  -0.012
11 C -1.74747 1.97930 -2.52725  -0.185
12 C -0.66948 1.20989 -3.04180  -0.017
13 C 0.49781 1.05562 -2.30734  -0.095
14 C 0.54327 1.57865 -0.97493  -0.686
15 C -0.53216 2.38430 -0.46587  -0.163
16 C -1.68121 2.50884 -1.20517  0.008
17 Br 2.23231 2.39173 0.10329  0.656
18 H -4.02190 3.45740 -2.02783  0.124
19 H -2.78488 1.85875 -4.40491  0.125
20 H -5.12898 5.50979 -2.82184  0.149
21 H -4.39701 2.34144 -5.72572  0.137
22 H -6.66588 6.54512 -4.49402  0.160
23 H -6.02598 3.48164 -7.21213  0.158
24 H -0.78145 0.78710 -4.05274  0.139
25 H -2.56661 3.00315 -0.78273  0.127
26 H 1.37373 0.56420 -2.72206  0.118
27 H -0.36053 2.94110 0.45514  0.093
28 P -0.08087 -2.04033 -0.64097  0.799
29 C 5.47114 0.92258 -0.43808  -0.422
30 C 6.67737 1.73122 -0.90131  -0.118
31 H 5.25277 1.14833 0.61704  0.079
32 H 4.56557 1.13793 -1.01527  0.034
33 H 6.53781 2.77442 -0.60253  0.091
34 H 7.59459 1.35323 -0.44265  0.085
35 H 6.80889 1.69286 -1.99482  0.090
36 C 5.04198 -1.32693 -2.15844  -0.354
37 C 5.86490 -2.36348 -2.93418  -0.122
38 H 5.03053 -0.37858 -2.71605  0.095
39 H 4.01149 -1.66847 -2.01696  0.052
40 H 5.52401 -2.41598 -3.97206  0.089
41 H 6.93105 -2.11205 -2.94646  0.086
42 H 5.76895 -3.36538 -2.49661  0.086
43 C 4.51500 -1.42576 0.83375  -0.375
44 C 5.36192 -1.95440 1.99642  -0.135
45 H 3.87122 -2.20263 0.40426  0.074
46 H 3.89235 -0.56668 1.11530  0.056
47 H 4.83293 -2.72247 2.55989  0.085
48 H 6.29405 -2.39263 1.61998  0.072
49 H 5.65028 -1.16095 2.69797  0.092
50 C -0.10519 -3.42141 0.59590  -0.354
51 C -1.26331 -4.42446 0.55297  -0.110
52 H -0.04838 -2.92545 1.58188  0.057
53 H 0.84311 -3.95772 0.42983  0.084
54 H -2.18932 -4.02526 0.99057  0.070
55 H -1.48314 -4.78649 -0.46106  0.085
56 H -0.98035 -5.29756 1.15468  0.096
57 C 1.08234 -2.66199 -1.92651  -0.357
58 C 0.61026 -2.50779 -3.37468  -0.119
59 H 1.26479 -3.72088 -1.69494  0.099
60 H 2.04034 -2.13769 -1.77492  0.037
61 H -0.24831 -3.15392 -3.59431  0.090
62 H 0.33143 -1.47191 -3.59933  0.046
63 H 1.42146 -2.78946 -4.06158  0.095
64 C -1.76072 -2.02006 -1.40129  -0.359
65 C -2.89762 -1.61677 -0.46889  -0.124
66 H -1.91624 -3.01992 -1.80792  0.089
67 H -1.70860 -1.33780 -2.25811  0.067
68 H -3.61712 -0.99154 -1.02097  0.085
69 H -3.44773 -2.49210 -0.09099  0.084
70 H -2.55934 -1.03825 0.38897  0.030
71 N -0.59511 0.22961 1.74279  -0.435
72 S 0.01553 0.28935 3.32946  1.129
73 C -1.02649 1.54427 4.12896  -0.393
74 C -2.41462 1.45247 4.21975  -0.074
75 C -3.13234 2.44777 4.89009  -0.034
76 C -2.46935 3.51794 5.49721  -0.020
77 C -1.07415 3.60396 5.41489  -0.030
78 C -0.35363 2.62408 4.71979  -0.075
79 C -0.53292 -1.20761 4.19202  -0.412
80 C 0.31512 -1.63750 5.22277  -0.080
81 C 0.02508 -2.80361 5.93019  -0.029
82 C -1.12626 -3.53937 5.60844  -0.019
83 C -1.99187 -3.08773 4.60084  -0.040
84 C -1.69699 -1.91961 3.89724  -0.102
85 H -1.53693 0.59027 1.67269  0.021
86 H -2.92873 0.59065 3.80297  0.103
87 H -4.21594 2.38378 4.94810  0.125
88 H -3.03102 4.29489 6.02347  0.133
89 H -0.53685 4.42287 5.88952  0.128
90 H 0.73435 2.65737 4.64899  0.112
91 H 1.18831 -1.02883 5.46134  0.116
92 H 0.68885 -3.12361 6.73711  0.131
93 H -1.34914 -4.45609 6.15410  0.129
94 H -2.90888 -3.64128 4.38079  0.127
95 H -2.37995 -1.54093 3.14002  0.096